Run i
A cluster of 2 separate species, C2H10N in total. Source: the Open Molecules 2025 dataset; level of theory: wB97M-V/def2-TZVPD.

Frontier orbital gap (alpha / beta): 5.37 / 12.60 eV
LUMO energy (alpha / beta): 1.302 / 0.708 eV
2S+1: 2

Geometry as XYZ:
```
13
C2H10N, DFT wB97M-V/def2-TZVPD
N 1.82923 1.08102 -0.04877
H 1.94466 0.82284 -1.05089
H 1.87086 2.10656 0.12415
H 0.91488 0.79359 0.35097
H 2.54018 0.53287 0.49570
C -0.66825 -1.19748 0.30187
C -1.56389 -0.10012 -0.25609
H 0.13044 -1.60685 -0.33441
H -1.24154 -2.10952 0.49201
H -0.11378 -0.95599 1.21563
H -1.97864 -0.36253 -1.22825
H -2.45936 -0.09773 0.37924
H -1.14707 0.90224 -0.19971
```

In the Mulliken picture, each atom carries the following charge in e:
1 N -2.86
2 H 0.84
3 H 0.96
4 H 0.11
5 H 0.86
6 C -1.27
7 C -0.71
8 H 0.43
9 H 0.33
10 H 0.44
11 H 0.24
12 H 0.23
13 H 0.39



Run ii
A cluster of 2 separate species, C2H10N in total. Source: the Open Molecules 2025 dataset; level of theory: wB97M-V/def2-TZVPD.

Frontier orbital gap (alpha / beta): 5.29 / 12.84 eV
LUMO energy (alpha / beta): 1.289 / 0.752 eV
2S+1: 2

Geometry as XYZ:
```
13
C2H10N, DFT wB97M-V/def2-TZVPD
N -1.97278 -0.07089 0.08606
H -2.26078 0.04327 1.07913
H -1.66593 0.90470 -0.12562
H -2.62173 -0.33241 -0.70076
H -1.19712 -0.74876 0.00784
C 1.30387 -0.70194 0.13956
C 1.05669 0.80336 -0.11487
H 2.18971 -0.93850 -0.46372
H 1.48914 -1.11960 1.11790
H 0.54888 -1.38569 -0.30757
H 0.85522 1.52142 0.69351
H 0.26830 0.88796 -0.86979
H 2.00652 1.13706 -0.54169
```

In the Mulliken picture, each atom carries the following charge in e:
1 N -2.67
2 H 0.94
3 H 0.45
4 H 0.97
5 H 0.29
6 C -0.96
7 C -0.91
8 H 0.26
9 H 0.32
10 H 0.34
11 H 0.39
12 H 0.30
13 H 0.29



The data favor run i; the next most stable structure lies 39.7 kJ/mol above it.



Run i
A cluster of 2 separate species, C4H10NOS in total. Source: the Open Molecules 2025 dataset; level of theory: wB97M-V/def2-TZVPD.

Total charge: -1
Frontier orbital gap: 6.85 eV
LUMO energy: 4.036 eV

Geometry as XYZ:
```
17
C4H10NOS, DFT wB97M-V/def2-TZVPD
C -1.97017 -0.61149 2.31603
C -0.48910 -0.41696 2.00019
S -0.25195 1.02107 0.89772
H -2.50547 -0.78652 1.37990
H -2.36645 0.32380 2.71087
H -2.14978 -1.44023 3.01405
H -0.05194 -1.31924 1.56329
H 0.05197 -0.18336 2.91954
O 2.40095 -1.21956 -1.48370
C 1.94187 -0.13348 -1.18841
C 1.30761 0.77048 -2.22904
N -0.15126 0.71724 -2.36000
H 1.97741 0.25345 -0.16600
H 1.51648 1.81007 -1.95708
H 1.78364 0.53964 -3.18274
H -0.61593 0.83396 -1.45126
H -0.42786 -0.15886 -2.78336
```

In the Mulliken picture, each atom carries the following charge in e:
1 C -1.09
2 C -0.38
3 S -0.70
4 H 0.27
5 H 0.25
6 H 0.34
7 H 0.25
8 H 0.23
9 O -0.56
10 C 0.20
11 C -0.58
12 N -0.58
13 H 0.34
14 H 0.25
15 H 0.36
16 H 0.17
17 H 0.23



Run ii
A cluster of 2 separate species, C4H10NOS in total. Source: the Open Molecules 2025 dataset; level of theory: wB97M-V/def2-TZVPD.

Total charge: -1
Frontier orbital gap: 7.09 eV
LUMO energy: 4.039 eV

Geometry as XYZ:
```
17
C4H10NOS, DFT wB97M-V/def2-TZVPD
C -0.01650 1.57003 -1.11138
C -1.50022 1.53332 -0.78438
C -1.86417 0.65221 0.43071
S -0.99598 -0.93199 0.24837
H 0.57358 1.98592 -0.24776
H 0.18284 2.19583 -1.99510
H 0.36909 0.52667 -1.23452
H -1.87709 2.58063 -0.64360
H -1.99882 1.09643 -1.66837
H -2.94620 0.43054 0.49337
H -1.61603 1.19581 1.34796
C 1.98479 -2.42544 1.41880
N 1.92466 -1.74532 0.25571
O 3.01615 -2.88183 1.93986
H 0.98413 -2.44674 1.92693
H 2.80563 -1.86410 -0.28436
H 0.97414 -1.47195 -0.09226
```

In the Mulliken picture, each atom carries the following charge in e:
1 C -0.91
2 C -0.41
3 C -0.59
4 S -0.64
5 H 0.26
6 H 0.33
7 H 0.16
8 H 0.28
9 H 0.22
10 H 0.23
11 H 0.27
12 C 0.16
13 N -0.21
14 O -0.66
15 H 0.24
16 H 0.20
17 H 0.07



Run iii
The ion C4H10NOS with charge -1. Source: the Open Molecules 2025 dataset; level of theory: wB97M-V/def2-TZVPD.

Total charge: -1
Frontier orbital gap: 6.12 eV
LUMO energy: 3.664 eV
Structure (SMILES): CN[C@H](CO)C[S-]

Geometry as XYZ:
```
17
C4H10NOS, DFT wB97M-V/def2-TZVPD
C 1.76168 -1.50540 1.73342
N 0.92738 -0.21615 1.69002
C 0.17505 -0.19715 0.37405
C 1.12026 0.04237 -0.81310
O 0.69368 -0.78586 -1.91302
C -0.91550 0.95263 0.53597
S -2.05704 0.96666 -0.81753
H 1.14339 -2.26519 2.19920
H 1.81526 -1.94326 0.73695
H 2.75897 -1.37171 2.06090
H 1.44158 0.51525 1.93691
H -0.36559 -1.17164 0.21888
H 1.28372 1.03592 -1.14538
H 2.14841 -0.33624 -0.54282
H -0.27661 -0.65649 -2.03015
H -0.51617 1.90892 0.66190
H -1.41040 0.86321 1.47613
```

In the Mulliken picture, each atom carries the following charge in e:
1 C -0.95
2 N -0.47
3 C 0.20
4 C -0.48
5 O -0.55
6 C -0.96
7 S -0.67
8 H 0.31
9 H 0.31
10 H 0.36
11 H 0.23
12 H 0.21
13 H 0.20
14 H 0.27
15 H 0.32
16 H 0.30
17 H 0.38



The data favor run ii; the next most stable structure lies 79.7 kJ/mol above it.



Run i
The ion C5H11N4 with charge +1. Source: the Open Molecules 2025 dataset; level of theory: wB97M-V/def2-TZVPD.

Total charge: +1
Frontier orbital gap: 10.16 eV
LUMO energy: -3.592 eV
Structure (SMILES): Cn1n2n1[C@H]1CC[C@@H]2[NH2+]1

Geometry as XYZ:
```
20
C5H11N4, DFT wB97M-V/def2-TZVPD
C 2.74661 0.17577 -0.00556
N 1.33261 0.34354 -0.12781
N 0.72233 -0.76836 -0.74027
N 0.71785 -0.71254 0.72235
C -0.66993 -0.48310 1.07250
C -1.02487 0.95777 0.74188
C -0.99979 1.01663 -0.74987
C -0.68104 -0.54496 -1.11085
N -1.44418 -1.24811 0.02228
H 3.01098 -0.88496 -0.10409
H 3.25928 0.82173 -0.84706
H 2.87134 0.60305 1.06683
H -0.97854 -0.93036 2.01755
H -0.16479 1.60675 1.05528
H -2.06991 1.31183 1.21038
H -1.94308 1.18992 -1.22599
H -0.21490 1.59139 -1.07312
H -0.72510 -0.73440 -2.16776
H -1.24723 -2.32552 0.16024
H -2.49767 -0.98607 0.08310
```

In the Mulliken picture, each atom carries the following charge in e:
1 C -0.78
2 N 0.15
3 N -0.36
4 N -0.33
5 C -0.16
6 C -0.42
7 C -0.70
8 C -0.25
9 N -0.21
10 H 0.35
11 H 0.28
12 H 0.30
13 H 0.50
14 H 0.33
15 H 0.30
16 H 0.39
17 H 0.38
18 H 0.45
19 H 0.40
20 H 0.37



Run ii
The ion C5H11N4 with charge +1. Source: the Open Molecules 2025 dataset; level of theory: wB97M-V/def2-TZVPD.

Total charge: +1
Frontier orbital gap: 8.47 eV
LUMO energy: -5.245 eV
Structure (SMILES): CC/N=N/C(C)=[N+]=NC

Geometry as XYZ:
```
20
C5H11N4, DFT wB97M-V/def2-TZVPD
C -2.66335 -1.22472 -0.14538
C -1.12103 -1.52551 -0.25318
N -0.26178 -0.55379 0.28863
N 0.63410 -0.49389 1.17342
C 1.62400 0.45676 1.03276
C 2.47757 0.69988 2.20011
N 1.50600 1.09131 -0.10019
N 0.67362 0.79659 -0.94024
C 0.04379 1.41194 -2.04310
H -2.98406 -1.63421 0.83272
H -3.18820 -1.72386 -0.97753
H -2.81756 -0.21387 -0.27872
H -0.84592 -1.52914 -1.29812
H -0.91901 -2.48804 0.15068
H 2.40206 1.84519 2.55092
H 2.27417 0.11423 3.00336
H 3.61576 0.53797 1.92478
H 0.13399 2.44271 -1.99319
H 0.44275 1.01750 -3.00106
H -1.02692 0.97296 -2.12666
```

In the Mulliken picture, each atom carries the following charge in e:
1 C -1.08
2 C -0.41
3 N 0.42
4 N -0.46
5 C 0.59
6 C -0.95
7 N -0.40
8 N 0.33
9 C -0.70
10 H 0.34
11 H 0.31
12 H 0.39
13 H 0.32
14 H 0.46
15 H 0.26
16 H 0.37
17 H 0.27
18 H 0.40
19 H 0.33
20 H 0.22



Run iii
The ion C5H11N4 with charge +1. Source: the Open Molecules 2025 dataset; level of theory: wB97M-V/def2-TZVPD.

Total charge: +1
Frontier orbital gap (alpha / beta): 7.26 / 7.49 eV
LUMO energy (alpha / beta): -5.440 / -5.475 eV

Geometry as XYZ:
```
20
C5H11N4, DFT wB97M-V/def2-TZVPD
C -0.54873 0.05463 -0.72118
C -0.23129 -0.13527 1.68713
C -1.20825 0.41033 0.57011
C -1.46671 1.94965 0.71384
C 2.63449 -1.84925 -0.55733
N 0.88722 -0.55641 0.94437
N 0.69194 -0.65047 -0.36123
N 1.54460 -1.10008 -1.15709
N -0.87348 0.40120 -1.92504
H -0.02117 0.67452 2.39657
H -0.87338 -1.04127 2.13965
H -2.30132 0.15180 0.51064
H -0.65322 2.64412 0.44296
H -1.92437 2.16090 1.70884
H -2.23927 2.20533 -0.07919
H 2.54932 -2.22165 0.47700
H 2.63209 -2.68942 -1.28286
H 3.53953 -1.28859 -0.61182
H -1.72439 0.94002 -2.13117
H -0.41361 -0.06008 -2.76421
```

In the Mulliken picture, each atom carries the following charge in e:
1 C 0.13
2 C -0.48
3 C 0.39
4 C -1.43
5 C -0.62
6 N -0.82
7 N 1.42
8 N -0.91
9 N -0.27
10 H 0.35
11 H 0.30
12 H 0.28
13 H 0.37
14 H 0.40
15 H 0.38
16 H 0.33
17 H 0.28
18 H 0.28
19 H 0.28
20 H 0.33



Run iv
The ion C5H11N4 with charge +1. Source: the Open Molecules 2025 dataset; level of theory: wB97M-V/def2-TZVPD.

Total charge: +1
Frontier orbital gap: 8.25 eV
LUMO energy: -5.384 eV
Structure (SMILES): C[C@@]1(N)C=NC=[NH+][C@H]1N

Geometry as XYZ:
```
20
C5H11N4, DFT wB97M-V/def2-TZVPD
C 1.22405 -1.03834 0.17587
C 0.53473 0.24946 -0.42760
N 1.14672 1.44754 0.02456
C 0.42692 0.06328 -2.00019
N -0.46011 -0.76633 -2.31063
C -1.33625 -1.29891 -1.52138
N -1.73922 -0.67921 -0.47873
C -0.95156 0.42213 0.01476
N -1.17269 0.57421 1.41669
H 1.33344 -0.88658 1.19741
H 2.20240 -1.15807 -0.23784
H 0.75084 -2.02007 0.11570
H 1.25329 2.01130 -0.76977
H 1.96536 1.33486 0.61555
H 0.94174 0.87136 -2.67091
H -1.59846 -2.32596 -1.80626
H -2.64898 -0.89092 -0.09110
H -1.10349 1.48153 -0.42176
H -1.14302 -0.30706 1.80998
H -0.40625 1.15658 1.83381
```

In the Mulliken picture, each atom carries the following charge in e:
1 C -1.70
2 C 0.52
3 N -0.54
4 C 0.03
5 N -0.29
6 C -0.17
7 N -0.07
8 C 0.16
9 N -0.69
10 H 0.53
11 H 0.42
12 H 0.36
13 H 0.24
14 H 0.25
15 H 0.33
16 H 0.40
17 H 0.31
18 H 0.36
19 H 0.25
20 H 0.30



The data favor run iv; the next most stable structure lies 222.4 kJ/mol above it.



Run i
The molecule C5H8ClNS. Source: the Open Molecules 2025 dataset; level of theory: wB97M-V/def2-TZVPD.

Frontier orbital gap: 9.18 eV
LUMO energy: 0.731 eV
Structure (SMILES): S[C@]12CNC[C@]1(Cl)C2

Geometry as XYZ:
```
16
C5H8ClNS, DFT wB97M-V/def2-TZVPD
S -2.30821 -0.31188 -0.08523
C -0.62289 -0.29568 0.54828
C 0.02219 0.92245 1.22235
N 0.12582 1.65872 0.00047
C 0.19062 0.86255 -1.20622
C 0.41519 -0.47654 -0.66374
Cl 2.19036 -0.38116 0.01739
C -0.00343 -1.63917 0.08726
H -2.38664 1.05178 -0.15271
H -0.60894 1.68549 1.91039
H 0.87132 0.53585 1.93750
H 0.77078 2.51173 0.04763
H -0.74415 0.90737 -1.58103
H 0.99275 1.44245 -1.67173
H 0.75094 -2.05465 0.77057
H -0.84168 -2.46277 -0.12353
```

In the Mulliken picture, each atom carries the following charge in e:
1 S -0.25
2 C 0.40
3 C -0.73
4 N -0.29
5 C -1.06
6 C 0.79
7 Cl -0.28
8 C -0.73
9 H 0.15
10 H 0.28
11 H 0.23
12 H 0.28
13 H 0.34
14 H 0.36
15 H 0.28
16 H 0.22



Run ii
A cluster of 2 separate species, C5H8ClNS in total. Source: the Open Molecules 2025 dataset; level of theory: wB97M-V/def2-TZVPD.

Frontier orbital gap: 8.11 eV
LUMO energy: 0.330 eV

Geometry as XYZ:
```
16
C5H8ClNS, DFT wB97M-V/def2-TZVPD
C 2.17753 0.16400 -1.74513
C -2.29164 0.36325 0.09621
C 1.62382 -0.99661 -1.76034
C -3.34863 1.12868 0.67365
C 1.00478 -1.30274 1.36711
N -1.57165 -0.34626 -0.44192
S 1.10272 -1.94634 -0.39980
Cl 2.66524 1.17768 -0.32721
H 2.31828 0.71418 -2.74140
H -0.19586 -1.55744 -0.82415
H -3.35846 0.91648 1.73080
H -4.25608 0.74907 0.40300
H -3.17383 2.19491 0.60594
H 1.55933 -1.94739 2.06897
H -0.07167 -1.16068 1.56309
H 1.33632 -0.27241 1.22465
```

In the Mulliken picture, each atom carries the following charge in e:
1 C -0.14
2 C 0.31
3 C -0.36
4 C -0.95
5 C -0.71
6 N -0.33
7 S 0.08
8 Cl -0.26
9 H 0.29
10 H 0.43
11 H 0.30
12 H 0.32
13 H 0.29
14 H 0.32
15 H 0.23
16 H 0.20



The data favor run ii; the next most stable structure lies 92.1 kJ/mol above it.